Entry from the Open Molecules 2025 dataset: one molecule with the formula C4H7N3 (ωB97M-V/def2-TZVPD).

Last column: natural (NBO) charge in e.
Positions of all 14 atoms, in Å:
N1 -2.492 -0.317 0.113  -0.84
C1 -1.114 -0.102 -0.034  0.31
C2 -0.017 -0.917 0.139  -0.39
C3 1.139 -0.074 0.104  0.10
N2 2.459 -0.485 0.382  -0.81
C4 0.711 1.205 -0.145  -0.17
N3 -0.671 1.170 -0.225  -0.52
H1 -3.051 -0.197 -0.717  0.37
H2 -2.713 -1.173 0.597  0.38
H3 -0.027 -1.990 0.286  0.22
H4 3.142 0.178 0.037  0.37
H5 2.667 -1.399 0.001  0.37
H6 1.250 2.139 -0.205  0.21
H7 -1.282 1.962 -0.332  0.41

Cartesian forces (eV/Å) of the 6 atoms listed first:
N 0.0 -0.1 0.1
C 0.2 0.2 0.1
C -0.1 0.0 0.1
C -0.2 0.2 -0.1
N 0.1 0.0 -0.2
C 0.2 0.0 0.0

As for the gap between HOMO and LUMO: 8.17 eV. Its spin multiplicity is 1. The SMILES is Nc1c[nH]c(N)c1. The total charge is 0.